# 1
This record from OMol25 describes a 13-piece molecular cluster, C5H38NO14 overall. The level of theory is ωB97M-V/def2-TZVPD.

```
58
Properties=species:S:1:pos:R:3:forces:R:3:lowdin_charge:R:1
O 0.3596 1.4334 -1.6511 -1.176 -0.435 -0.303 -0.08
O 0.3637 3.1263 0.9021 1.690 1.185 0.598 -0.07
O 3.2172 1.9902 0.6145 -2.045 0.792 0.033 -0.07
O -1.6082 3.8959 -0.8589 -1.831 0.479 0.073 -0.04
O -3.1330 2.1752 1.2855 -0.702 -0.263 0.781 -0.03
O 1.5705 -3.6003 -1.9507 0.287 -0.124 -0.114 -0.07
O 0.1693 -1.7505 0.9069 2.417 -0.872 -0.343 0.01
O 2.2664 -0.9722 -1.2360 -0.207 -0.017 0.474 -0.03
O 2.5976 -0.0511 2.6615 -0.080 -0.681 -0.026 -0.03
O -0.4837 -1.3601 -4.1119 -0.087 0.184 0.829 -0.05
O 3.5183 1.7299 -2.0711 -1.458 0.282 -1.797 -0.06
O -0.5970 1.8830 3.2685 0.740 0.961 -0.126 -0.08
O -0.3113 0.4751 0.5580 -0.886 -0.126 0.456 -0.06
O 2.6987 -3.5663 0.5285 -0.075 2.773 1.449 -0.06
N -1.5724 -0.7129 2.4798 -3.372 -0.644 0.520 0.24
C -1.9855 -1.1834 1.0505 1.030 -2.301 -0.580 -0.20
C -2.5520 -2.5260 -1.3942 0.915 2.363 -2.686 -0.09
C -3.2629 -0.7305 0.4014 -1.970 -1.452 -0.346 -0.13
C -3.2523 -1.1715 -1.1401 -1.520 0.534 1.697 -0.20
C -0.7015 -0.9040 0.2719 1.155 1.974 0.874 -0.37
H 3.5135 2.6856 -1.9984 0.636 0.583 0.655 0.06
H -2.1627 0.1309 2.5318 1.391 0.666 0.471 0.14
H 1.6481 -0.1386 2.7850 0.146 0.220 0.241 0.01
H 1.4887 -0.5764 -1.6618 0.202 0.108 -0.110 0.04
H -3.5078 0.3162 0.4866 0.265 0.253 0.069 0.07
H -4.1769 -1.2877 0.8148 1.480 0.675 -0.024 0.15
H 2.5876 -2.6406 0.2032 0.318 -1.039 -1.251 0.00
H -0.5478 -0.9859 -4.9855 0.016 -0.055 -0.501 0.03
H 4.0320 1.7958 1.0750 0.421 -0.519 -1.042 0.06
H 2.7864 0.8824 2.5640 -0.225 0.287 -0.134 0.02
H 2.8281 -0.2215 -1.0043 0.025 -0.120 -0.241 0.04
H 2.2458 -2.9762 -1.6537 -0.244 0.130 -0.416 -0.01
H 2.8527 -3.1732 1.4195 0.329 -1.622 0.153 0.07
H 0.0902 2.3361 3.8173 -0.957 -0.513 -0.619 0.08
H -1.8674 -1.2188 3.3689 0.206 -0.079 -1.837 0.21
H -0.9645 3.7990 -1.5468 0.802 -0.281 -0.036 0.02
H -0.2392 -2.2843 -4.2011 0.130 -0.086 -0.153 0.04
H -1.9037 -2.2922 1.0226 -0.682 0.721 0.652 0.15
H -0.7005 -0.8632 -0.8170 -0.448 -0.985 0.132 0.14
H 0.6590 3.9800 1.2818 -0.902 -0.095 -0.019 0.10
H -1.2777 3.5856 -0.0188 0.897 -0.068 -0.353 -0.03
H -2.9731 -2.7242 -2.3862 -0.367 -1.664 0.681 0.09
H 1.2715 2.8831 0.6226 -0.455 -0.822 -0.214 0.04
H 2.0025 -4.4438 -1.7607 -0.343 -0.031 -0.039 0.05
H 2.9865 1.6532 -0.2908 1.595 0.050 0.944 0.02
H -2.5461 -3.1202 -0.5286 -1.132 -1.656 0.404 0.06
H -3.4500 2.9880 0.8831 0.306 0.132 -0.221 0.07
H -0.3286 1.3534 -2.3300 0.499 0.196 -0.395 0.06
H -4.3764 -1.2461 -1.3936 1.764 -0.195 0.328 0.14
H -2.2103 2.0461 1.1000 0.568 0.289 -0.615 -0.02
H 0.4464 0.5248 1.1468 0.321 0.034 -0.029 0.08
H 2.9264 1.7224 -2.8779 0.769 -0.908 1.111 0.10
H 1.0956 -1.8728 0.5185 -2.079 0.549 0.058 0.11
H -2.9613 -0.2981 -1.7140 0.698 -0.199 -0.403 0.10
H -0.1809 1.1498 -0.8638 1.144 0.639 -0.295 -0.01
H -0.5647 -0.6588 2.5047 0.093 0.741 0.120 0.11
H -0.7051 2.4785 2.4802 0.456 -0.752 1.035 0.02
H -1.4761 -2.5444 -1.6903 -0.467 0.807 0.433 0.07
```
Positions in Å, forces in eV/Å.

multiplicity = 1
energy relative to the best compared isomer or geometry (same formula, charge and spin) = 142.03 kcal/mol
orbital gap = 10.37 eV
total charge = +1

---

# 2
This record from OMol25 describes an isolated ion of composition C5H14NO and charge +1. The level of theory is ωB97M-V/def2-TZVPD.

```
21
Properties=species:S:1:pos:R:3:forces:R:3:lowdin_charge:R:1
O -0.7013 -2.2704 1.9604 1.903 -3.773 0.424 -0.14
N -0.5608 0.2695 1.6486 1.619 2.975 -2.228 0.21
C -0.5882 0.1538 -0.8691 4.177 -2.005 -1.497 -0.17
C 0.1462 1.4865 -1.3145 -1.290 -1.335 -0.644 -0.26
C 1.6536 1.5928 -1.2520 0.947 -0.768 0.161 -0.12
C -0.0742 -0.5326 0.4360 -2.671 -0.791 -1.615 -0.24
C -0.7202 -2.0420 0.5258 -1.407 4.714 3.340 -0.12
H -1.8214 -1.8652 0.3419 1.263 -0.777 -0.700 0.14
H -0.1825 -2.7218 -0.0429 0.665 -1.270 -1.163 0.10
H -0.1981 -0.6050 -1.7163 -1.101 1.261 1.834 0.17
H 2.0055 0.6237 -1.6300 0.638 0.254 0.210 0.08
H -1.4928 0.6897 1.5117 0.110 -0.810 0.267 0.18
H -0.2702 2.2615 -0.6984 -0.697 1.019 -0.607 0.09
H 0.0842 1.1623 1.6386 -1.318 -2.284 0.749 0.22
H 1.9876 2.3478 -1.9517 -0.087 0.097 -0.367 0.07
H -0.4725 -0.3499 2.4314 -0.074 -0.284 1.205 0.13
H -0.2450 -3.1976 2.2102 -1.614 3.211 -0.945 0.19
H 0.9947 -0.4928 0.5083 0.544 -0.322 -0.042 0.13
H 2.2184 1.9025 -0.3282 -1.066 -0.714 -0.356 0.09
H -0.1072 1.4114 -2.4369 0.010 1.373 1.781 0.14
H -1.6558 0.1757 -0.9727 -0.551 0.230 0.192 0.10
```
Positions in Å, forces in eV/Å.

SMILES string = CCC[C@@H]([NH3+])CO
multiplicity = 1
energy relative to the best compared isomer or geometry (same formula, charge and spin) = 55.25 kcal/mol
orbital gap = 11.12 eV
total charge = +1

---

# 3
This record from OMol25 describes an isolated ion of composition C3H8N3 and charge +1. The level of theory is ωB97M-V/def2-TZVPD.

```
14
Properties=species:S:1:pos:R:3:forces:R:3:lowdin_charge:R:1
N 0.5405 -0.9038 -0.2798 1.599 -0.139 -0.023 0.01
N -2.1707 0.0004 0.3523 1.447 0.509 -2.865 0.18
N -0.4700 1.5220 -0.2002 2.650 0.896 1.006 0.10
C 0.7721 1.5583 0.1289 -1.801 -3.297 -0.850 0.01
C 1.5402 0.1523 0.1640 0.565 0.410 0.312 -0.15
C -1.2429 0.4918 -0.5094 -2.082 -0.257 1.187 -0.17
H -2.1060 0.0448 1.3133 0.409 0.439 2.231 0.10
H 0.2612 -1.5142 0.5093 0.337 0.347 -0.903 0.11
H 1.2577 2.4756 0.3343 0.415 0.825 0.201 0.12
H 2.1785 0.0704 1.1758 -2.115 -0.280 -1.837 0.16
H 0.8626 -1.4919 -1.1274 -0.496 1.327 2.125 0.15
H -3.0085 -0.3855 -0.0034 -0.605 -0.500 -0.482 0.12
H 2.3857 0.1853 -0.5552 -0.709 0.194 0.085 0.11
H -1.5583 0.4514 -1.5457 0.385 -0.474 -0.186 0.16
```
Positions in Å, forces in eV/Å.

SMILES string = NC/C=N\C=[NH2+]
multiplicity = 1
energy relative to the best compared isomer or geometry (same formula, charge and spin) = 46.78 kcal/mol
orbital gap = 11.20 eV
total charge = +1

---

In the order shown, the computed max |F| values come out to 0.0718, 0.1156, 0.0749 Eh/bohr.
In the order shown, the computed HOMO level values come out to -13.3, -14.5, -14.8 eV.